No. 1
The following is a quantum chemistry calculation of a single C6H8S2 molecule, from the OMol25 dataset.

Calculated values
Energy above the lowest of the compared OMol25 structures with the same formula, charge and spin, kcal/mol: 49.5
HOMO, eV: -9.08
Total charge: 0
Structure (SMILES): S[C@H]1[C@H]2C=CC[C@]21S

Atoms and positions in Å:
C: -0.016 0.581 1.255
C: 0.514 -0.775 0.711
C: -0.493 -1.593 -0.082
C: -0.911 -0.944 -1.139
C: -0.078 0.374 -1.295
C: 0.684 0.519 -0.010
H: -1.951 -0.109 2.130
H: 0.700 0.998 2.026
H: 1.285 -1.284 1.284
H: -0.622 -2.635 0.309
H: -1.618 -1.401 -1.908
H: 0.722 0.230 -2.134
H: -0.771 1.199 -1.415
H: 1.906 2.574 -0.841
S: -1.731 0.940 1.351
S: 2.379 1.326 -0.242

Forces on atoms 1 to 3 (eV/Å):
C 1.63 0.04 1.68
C -0.60 -0.19 0.38
C 1.74 -1.22 2.19

***

No. 2
The following is a quantum chemistry calculation of a molecular structure, C6H9AgLiO6, from the OMol25 dataset.

Calculated values
Energy above the lowest of the compared OMol25 structures with the same formula, charge and spin, kcal/mol: 13.0
HOMO (alpha / beta), eV: -6.95 / -6.95
Total charge: 0
Multiplicity: 2
⟨S²⟩: 0.750

Atoms and positions in Å:
H: 3.148 1.593 -2.932
O: -4.856 -1.305 0.964
O: -2.878 -0.334 0.794
C: -2.127 0.867 0.637
C: -0.657 0.569 0.803
O: -4.773 0.875 0.610
C: -4.217 -0.240 0.775
H: -2.319 1.298 -0.355
H: -2.431 1.596 1.401
H: -0.488 0.052 1.764
H: -0.129 1.538 0.846
O: 3.797 -1.875 -1.259
O: 3.512 -0.042 -0.034
C: 2.196 -0.466 0.343
C: 1.172 0.051 -0.665
O: -0.175 -0.201 -0.274
C: 4.286 -0.800 -0.844
H: 2.146 -1.559 0.419
H: 2.019 -0.028 1.333
H: 1.310 -0.463 -1.625
H: 1.320 1.137 -0.803
Li: -6.439 -0.163 0.775
Ag: 6.582 -2.100 -2.674

Forces on atoms 1 to 3 (eV/Å):
H 0.02 0.02 -0.03
O -0.44 -0.01 -0.11
O 0.20 -0.21 0.03

***

No. 3
The following is a quantum chemistry calculation of a molecular structure, C6H9AsIrNO5S4, from the OMol25 dataset.

Calculated values
Energy above the lowest of the compared OMol25 structures with the same formula, charge and spin, kcal/mol: 0.0
HOMO, eV: -1.68
Total charge: -2

Atoms and positions in Å:
Ir: 0.653 -1.219 -0.056
O: 1.235 1.441 2.017
C: 0.088 1.967 1.407
C: 0.059 1.877 -0.116
N: -0.367 0.596 -0.713
C: -1.792 0.318 -0.474
C: -2.082 -1.089 -0.995
O: -3.170 -1.380 -1.465
O: -1.067 -1.884 -0.907
C: -0.122 0.652 -2.172
C: 1.332 0.312 -2.515
O: 1.880 0.892 -3.449
O: 1.821 -0.613 -1.783
H: 1.103 0.482 2.147
H: 0.085 3.037 1.639
H: -0.824 1.542 1.841
H: 1.059 2.099 -0.493
H: -0.627 2.653 -0.492
H: -2.440 1.054 -0.960
H: -1.978 0.315 0.601
H: -0.423 1.623 -2.573
H: -0.722 -0.122 -2.652
S: 0.497 -4.981 2.747
As: 1.292 -3.046 2.632
S: -0.239 -1.486 2.066
S: 2.190 -2.670 0.553
S: 2.557 -2.370 4.165

Forces on atoms 1 to 3 (eV/Å):
Ir 0.13 0.12 -0.52
O 0.04 0.01 -0.10
C 0.01 0.01 0.03

***

No. 4
The following is a quantum chemistry calculation of a molecular structure, C6H9BF4O6V, from the OMol25 dataset.

Calculated values
HOMO (alpha / beta), eV: -4.34 / -6.29
Total charge: -1
Multiplicity: 5
⟨S²⟩: 6.009

Atoms and positions in Å:
V: 0.151 0.002 -0.181
C: -2.888 1.420 -2.514
C: -1.689 0.638 -1.910
O: -1.844 -0.387 -1.208
O: -0.546 1.060 -2.043
H: -2.737 1.694 -3.558
H: -3.105 2.268 -1.864
H: -3.843 0.909 -2.391
C: -1.518 0.527 3.641
C: -1.033 0.442 2.250
O: -1.193 1.412 1.405
O: -0.360 -0.602 1.933
H: -2.358 1.219 3.577
H: -0.863 1.075 4.318
H: -1.871 -0.430 4.026
C: 4.177 0.899 0.068
C: 2.710 0.649 -0.118
O: 2.239 -0.071 -1.015
O: 1.912 1.067 0.717
H: 4.244 1.927 0.423
H: 4.771 0.831 -0.844
H: 4.502 0.130 0.769
B: 0.221 -3.378 -1.081
F: 0.667 -3.168 -2.344
F: 0.541 -2.177 -0.401
F: -1.177 -3.536 -1.122
F: 0.889 -4.423 -0.532

Forces on atoms 1 to 3 (eV/Å):
V -2.09 -0.22 2.45
C 0.05 -0.72 0.81
C -3.45 0.39 -0.40

***

No. 5
The following is a quantum chemistry calculation of a single C6H9BO3 molecule, from the OMol25 dataset.

Calculated values
Energy above the lowest of the compared OMol25 structures with the same formula, charge and spin, kcal/mol: 112.4
HOMO (alpha / beta), eV: -8.92 / -8.59
Total charge: 0

Atoms and positions in Å:
B: -0.762 0.770 -1.205
C: 0.969 -0.113 1.309
C: -1.036 -0.564 -0.648
C: 1.274 0.600 0.288
C: -1.009 -1.209 0.524
C: 2.332 1.436 -0.231
C: -1.715 -2.477 0.791
O: -0.078 -0.908 1.624
O: -1.362 1.807 -0.562
O: -0.393 1.013 -2.508
H: 1.697 -0.169 2.088
H: 2.631 1.088 -1.277
H: 2.029 2.440 -0.493
H: 3.188 1.423 0.400
H: -1.108 -2.954 1.701
H: -2.781 -2.422 0.961
H: -1.456 -3.169 0.065
H: -1.828 1.582 0.272
H: -0.592 1.824 -3.099

Forces on atoms 1 to 3 (eV/Å):
B -0.89 2.11 -2.02
C 0.06 -0.63 1.11
C 1.48 -2.25 3.46

***

No. 6
The following is a quantum chemistry calculation of a molecular structure, C6H9BaO4, from the OMol25 dataset.

Calculated values
HOMO (alpha / beta), eV: -5.08 / -7.55
Total charge: 0
Multiplicity: 2
⟨S²⟩: 0.750

Atoms and positions in Å:
O: 2.852 2.007 0.989
C: 2.497 0.801 1.123
O: 3.021 -0.079 0.384
O: 1.331 0.616 1.718
C: 0.079 0.413 1.025
Ba: 5.358 1.712 -0.398
H: 0.591 0.327 0.052
H: -0.424 1.050 1.772
C: -1.343 -0.815 1.714
C: -1.886 -0.861 0.402
H: -0.693 -1.615 2.082
H: -2.004 -0.373 2.469
H: -2.268 -1.824 0.045
C: -1.343 0.023 -0.553
C: -1.166 -0.528 -1.949
O: -0.383 0.369 -2.717
H: -1.552 1.098 -0.540
H: -2.161 -0.661 -2.407
H: -0.692 -1.523 -1.909
H: 0.186 -0.137 -3.302

Forces on atoms 1 to 3 (eV/Å):
O 1.48 0.68 1.04
C -0.25 0.97 -4.14
O 0.59 -0.80 0.80

***

No. 7
The following is a quantum chemistry calculation of a single C6H9BrN2O3S molecule, from the OMol25 dataset.

Calculated values
Energy above the lowest of the compared OMol25 structures with the same formula, charge and spin, kcal/mol: 51.7
HOMO, eV: -9.13
Total charge: 0
Structure (SMILES): CN(C=O)/C=C(/Br)C=C=[S@@](N)(=O)O

Atoms and positions in Å:
C: 1.013 -0.506 0.576
C: 0.253 -1.269 -1.692
C: 0.875 -1.448 -0.543
C: -0.014 -0.310 1.369
C: -1.531 0.403 -1.425
C: -0.105 0.414 -3.426
N: -0.342 -0.030 -2.071
N: -0.146 0.141 4.028
O: 1.928 1.256 2.920
O: -0.351 2.124 2.466
O: -2.252 1.318 -1.763
S: 0.558 0.802 2.695
Br: 1.668 -3.201 -0.048
H: 2.021 -0.252 0.999
H: 0.076 -2.058 -2.433
H: -1.621 -0.179 -0.511
H: -0.898 1.148 -3.803
H: 0.791 1.085 -3.541
H: -0.029 -0.478 -4.163
H: 0.421 -0.684 4.202
H: -1.100 -0.310 4.029
H: -1.216 2.035 2.133

Forces on atoms 1 to 3 (eV/Å):
C 2.26 -0.77 0.28
C -0.66 0.03 -0.81
C 0.75 -0.85 0.69

***

No. 8
The following is a quantum chemistry calculation of 2 unconnected molecules or ions with the total composition C6H9BrO, from the OMol25 dataset.

Calculated values
Energy above the lowest of the compared OMol25 structures with the same formula, charge and spin, kcal/mol: 81.0
HOMO (alpha / beta), eV: -8.30 / -8.11
Total charge: 0

Atoms and positions in Å:
C: -2.041 3.046 0.530
C: -0.571 -0.017 -1.472
C: -1.387 -0.020 -0.251
C: 0.022 -0.428 -0.123
C: 0.996 0.538 0.520
C: 0.359 -1.881 0.123
O: -1.782 3.795 -0.342
Br: -2.921 -1.024 0.101
H: -2.468 3.263 1.515
H: -0.744 -0.762 -2.240
H: -0.264 0.942 -1.866
H: 1.185 0.248 1.552
H: 0.590 1.549 0.510
H: 1.945 0.533 -0.014
H: 1.397 -2.074 -0.142
H: -0.279 -2.535 -0.468
H: 0.219 -2.133 1.175

Forces on atoms 1 to 3 (eV/Å):
C 0.64 -0.21 -1.33
C -0.15 0.13 -0.06
C 0.09 0.09 0.00

***

No. 9
The following is a quantum chemistry calculation of 4 unconnected molecules or ions with the total composition C6H9Cl9O, from the OMol25 dataset.

Calculated values
Energy above the lowest of the compared OMol25 structures with the same formula, charge and spin, kcal/mol: 4.1
HOMO, eV: -10.06
Total charge: 0
Structure (SMILES): ClC(Cl)Cl.ClC(Cl)Cl.ClC(Cl)Cl.CC(C)=O

Atoms and positions in Å:
C: 3.518 2.605 -0.329
Cl: 4.639 1.808 0.770
Cl: 4.296 2.470 -1.922
Cl: 3.253 4.301 0.106
H: 2.570 2.069 -0.283
C: 0.193 0.155 0.139
Cl: 0.139 1.277 -1.179
Cl: 1.173 0.735 1.491
Cl: 0.925 -1.356 -0.478
H: -0.829 0.071 0.510
C: 3.964 -3.001 -1.717
Cl: 4.431 -1.303 -1.816
Cl: 5.301 -4.055 -1.189
Cl: 3.230 -3.616 -3.270
H: 3.167 -3.105 -0.981
C: -4.307 0.242 -0.203
C: -3.886 -0.550 1.017
O: -3.802 -1.780 0.960
C: -3.716 0.220 2.236
H: -4.498 -0.314 -1.120
H: -3.640 1.042 -0.525
H: -5.225 0.735 0.117
H: -2.805 0.811 2.140
H: -3.562 -0.389 3.127
H: -4.529 0.928 2.396

Forces on atoms 1 to 3 (eV/Å):
C 0.65 -0.06 -0.14
Cl -0.13 -0.01 0.64
Cl -0.63 0.16 -0.20

***

No. 10
The following is a quantum chemistry calculation of a gas-phase ion, C6H9ClN (charge +1), from the OMol25 dataset.

Calculated values
Energy above the lowest of the compared OMol25 structures with the same formula, charge and spin, kcal/mol: 40.4
HOMO, eV: -13.94
Total charge: +1
Structure (SMILES): C=C/C=C\[N+](C)=C\Cl

Atoms and positions in Å:
C: 1.495 -0.134 -0.852
C: 1.907 -0.399 0.496
C: 0.255 -0.028 -1.268
C: 1.227 -1.061 1.388
C: -1.312 -0.741 0.348
C: -1.522 1.431 -0.513
N: -0.994 0.103 -0.521
Cl: -2.617 -0.426 1.286
H: 2.359 -0.090 -1.492
H: 2.930 -0.073 0.805
H: 0.094 0.290 -2.317
H: 0.303 -1.570 1.297
H: 1.850 -1.049 2.388
H: -1.023 -1.753 0.177
H: -1.077 2.118 -1.280
H: -1.251 1.962 0.429
H: -2.623 1.421 -0.370

Forces on atoms 1 to 3 (eV/Å):
C 0.71 -0.86 1.26
C 1.50 0.90 -0.43
C -1.51 1.28 -2.99

***

No. 11
The following is a quantum chemistry calculation of a single C6H9ClN4 molecule, from the OMol25 dataset.

Calculated values
Energy above the lowest of the compared OMol25 structures with the same formula, charge and spin, kcal/mol: 0.0
HOMO, eV: -8.02
Total charge: 0
Structure (SMILES): CN(C)c1nc(N)cc(Cl)n1

Atoms and positions in Å:
C: 0.208 -0.218 -3.142
C: 2.506 -0.105 -2.009
C: 0.245 -0.122 -0.725
C: -1.792 -0.041 0.075
C: -1.200 0.189 1.334
C: 0.130 0.338 1.417
H: 0.527 0.589 -3.836
H: -0.792 -0.023 -2.920
H: 0.298 -1.115 -3.863
H: 2.864 -1.206 -2.202
H: 2.808 0.494 -2.913
H: 2.832 0.349 -1.069
H: -3.469 -0.522 -0.987
H: -3.673 -0.441 0.746
H: -1.830 0.288 2.245
N: 0.993 -0.110 -1.949
N: -1.046 -0.300 -0.952
N: -3.049 -0.227 -0.033
N: 0.970 0.162 0.404
Cl: 0.870 0.275 2.989

Forces on atoms 1 to 3 (eV/Å):
C 2.14 0.16 -3.05
C -1.65 -1.31 -1.03
C 3.94 1.03 -2.93

***

No. 12
The following is a quantum chemistry calculation of a molecular structure, C6H9ClNO3P, from the OMol25 dataset.

Calculated values
HOMO, eV: -7.62
Total charge: 0

Atoms and positions in Å:
O: 2.473 -1.061 1.270
P: 2.400 -0.335 0.011
O: 3.697 -0.501 -0.914
O: 2.198 1.231 0.301
C: 0.937 -0.926 -0.919
C: -0.373 -0.366 -0.365
C: -1.012 -0.987 0.757
C: -2.309 -0.467 1.131
C: -2.795 0.610 0.511
N: -2.110 1.201 -0.509
C: -0.931 0.721 -0.942
H: 4.326 0.186 -0.657
H: 1.898 1.675 -0.503
H: 0.989 -0.652 -1.973
H: 0.887 -2.006 -0.838
H: -0.592 -1.879 1.186
H: -2.839 -0.935 1.938
H: -3.730 1.060 0.788
H: -2.492 1.994 -0.989
H: -0.419 1.179 -1.773
Cl: -0.204 0.258 2.489

Forces on atoms 1 to 3 (eV/Å):
O 0.44 -0.31 0.19
P -0.94 -1.09 1.64
O -0.44 0.65 -0.41

***

No. 13
The following is a quantum chemistry calculation of a single C6H9ClOSi2 molecule, from the OMol25 dataset.

Calculated values
HOMO, eV: -8.65
Total charge: 0

Atoms and positions in Å:
C: 1.196 1.636 -1.934
C: 0.020 2.266 -2.181
C: 1.682 1.078 -0.671
C: -1.162 2.151 -1.433
C: 0.906 0.855 0.357
C: -1.202 1.615 -0.225
O: -0.375 -1.253 1.926
Si: -1.345 -2.398 1.357
Si: 0.619 0.079 1.990
Cl: -2.529 1.468 0.807
H: 2.041 1.814 -2.715
H: -0.182 2.762 -3.058
H: 2.668 0.822 -0.503
H: -2.038 2.633 -2.015
H: -2.767 -2.290 1.534
H: -0.773 -3.574 2.169
H: -0.953 -2.447 -0.185
H: 1.818 -0.653 2.396
H: 0.343 1.086 2.952

Forces on atoms 1 to 3 (eV/Å):
C 2.65 1.74 -1.44
C 1.53 -2.32 1.14
C -2.68 0.54 -1.12

***

| no. | DFT total energy (hartree) | F_max (eV/Å) |
| --- | --- | --- |
| 1 | -1029.7122 | 3.05 |
| 2 | -839.7741 | 3.27 |
| 3 | -4598.0507 | 0.55 |
| 4 | -2054.1058 | 3.49 |
| 5 | -484.4799 | 4.38 |
| 6 | -560.1796 | 5.39 |
| 7 | -3541.2821 | 3.48 |
| 8 | -2883.0991 | 1.49 |
| 9 | -4450.9530 | 3.38 |
| 10 | -748.6018 | 4.83 |
| 11 | -913.2286 | 7.36 |
| 12 | -1316.1108 | 2.40 |
| 13 | -1348.3241 | 4.63 |